Record 1
This record from the OMol25 dataset describes the molecule C4H6N2O at a distorted geometry. The level of theory is wB97M-V/def2-TZVPD.

Output
* net charge: 0
* max |F|: 2.8 eV/Å
* relative energy (zero: lowest compared OMol25 entry of this formula, charge and spin): 85.7 kcal/mol
* lowest unoccupied orbital energy: 0.49 eV
* 2S+1: 1

The geometry in XYZ format:
```
13
Properties=species:S:1:pos:R:3:forces:R:3
C 2.33844 0.48946 -0.32661 0.10 0.17 -0.12
O 1.56494 -0.42124 0.44895 -0.29 0.06 0.05
C 0.24443 -0.31187 0.33208 -0.17 0.27 -0.12
C -0.61864 -1.24261 1.15276 -0.55 0.66 -0.41
N -1.79260 -0.82634 0.71551 -0.11 -0.03 0.08
C -1.75075 0.18516 -0.35336 -0.55 -1.38 -2.31
N -0.36872 0.54453 -0.41872 -0.08 -0.34 -0.26
H 2.11788 0.37386 -1.39226 0.01 0.01 0.15
H 3.38443 0.25075 -0.12526 -0.21 0.03 -0.01
H 2.11545 1.51785 -0.02855 0.05 -0.10 -0.07
H -2.15446 -0.23539 -1.36788 1.75 -0.95 1.06
H -2.65143 -1.17556 1.11363 -0.03 -0.08 -0.21
H -2.57163 0.85584 -0.56960 0.09 1.69 2.18
```
Forces are in eV/Å.

Record 2
This record from the OMol25 dataset describes a structure of composition C27H42Cl3CoN4O3SSi at a distorted geometry. The level of theory is wB97M-V/def2-TZVPD.

Output
* <S²>: 3.76
* net charge: -1
* max |F|: 2.8 eV/Å
* relative energy (zero: lowest compared OMol25 entry of this formula, charge and spin): 2.4 kcal/mol
* lowest unoccupied orbital energy (alpha / beta): 2.42 / 2.42 eV
* 2S+1: 4

The geometry in XYZ format:
```
82
Properties=species:S:1:pos:R:3:forces:R:3
C 2.35245 -2.78512 1.12432 -0.29 -0.11 -0.12
C 3.10122 -1.71903 0.38423 1.04 0.44 -0.43
H 2.79406 -3.77397 0.98033 -0.13 0.13 0.10
H 1.30820 -2.82722 0.78706 0.10 0.03 0.17
H 2.34466 -2.56711 2.20189 -0.06 0.03 -0.24
C 4.22305 -1.95522 -0.31753 -0.26 0.04 0.50
C 4.84864 -3.29610 -0.50538 0.23 -0.52 -0.19
H 4.81675 -1.13926 -0.73709 -0.39 -0.12 0.14
H 4.17411 -4.12537 -0.26400 0.23 0.19 -0.08
H 5.75528 -3.40477 0.10924 -0.15 -0.01 -0.09
H 5.16461 -3.42869 -1.54828 -0.01 -0.02 0.09
Co -0.36945 -0.41880 0.37380 1.20 0.62 -1.16
Cl -0.29601 -0.32447 2.53000 -0.11 0.19 1.80
Cl -1.18589 -2.31797 -0.21922 -0.90 -1.14 -0.39
H -4.21281 3.48155 -0.36293 0.16 -0.11 -0.08
H -5.36699 2.44040 1.69713 0.14 -0.17 0.02
C -4.01758 2.45207 -0.69055 -0.25 0.05 0.11
C -5.01998 1.45629 1.35592 0.36 0.12 -0.16
N -3.85437 1.60918 0.48434 -0.62 0.21 -0.03
H -3.12038 2.41029 -1.31544 -0.23 -0.07 0.22
C -2.74502 0.90755 0.67758 1.86 -0.29 -1.23
O -1.79279 0.86409 -0.15566 -2.37 0.57 1.47
H -4.74760 0.83723 2.21979 -0.12 0.17 -0.24
H -2.67496 0.37277 1.63672 -0.07 0.01 -0.21
H -4.90186 2.11490 -1.24579 0.23 0.00 -0.10
H -5.84778 0.98686 0.80328 0.23 0.00 0.14
H 1.51977 -2.84209 -1.78200 -0.24 0.05 -0.10
H 3.44485 -1.33423 -3.12805 -0.14 -0.02 -0.12
C 0.95125 -2.65085 -2.70399 0.07 -0.16 0.42
C 2.64616 -1.31555 -3.88490 -0.14 0.12 0.19
N 1.33849 -1.37865 -3.26395 -0.06 0.40 -0.66
H -0.11539 -2.64670 -2.46718 0.31 0.05 -0.02
C 0.53715 -0.28283 -3.20909 -0.86 -0.27 1.00
O -0.53086 -0.19887 -2.59942 1.31 -0.08 -1.20
H 2.71851 -0.38756 -4.46229 0.12 -0.17 0.04
H 0.96659 0.57479 -3.77706 -0.11 -0.21 0.15
H 1.19275 -3.44876 -3.41685 -0.09 0.10 -0.04
H 2.78972 -2.17803 -4.54833 -0.04 0.19 0.01
O 1.42522 -0.13324 -0.30707 -0.16 0.02 -0.65
C 2.52584 -0.30860 0.52527 -0.37 0.23 0.28
C 3.98956 1.06633 -0.99894 0.53 0.40 -0.03
C 3.49705 0.83230 0.27874 -0.15 -0.49 0.52
H 3.63696 0.42966 -1.81228 0.07 0.31 0.15
C 4.94018 2.06934 -1.21144 -0.19 -0.18 0.19
H 2.19116 -0.23894 1.57272 0.21 0.11 0.04
C 3.86261 1.65678 1.34340 0.40 0.11 -0.27
H 5.29530 2.25734 -2.22452 0.08 -0.01 0.24
C 5.41886 2.81406 -0.12670 -0.21 0.04 0.13
C 4.86460 2.61567 1.14704 -0.13 0.10 -0.11
H 3.34583 1.53164 2.30583 0.45 0.03 -0.40
H 6.19457 3.57578 -0.27373 -0.35 -0.32 0.05
H 5.19985 3.23034 1.98752 -0.11 -0.16 -0.30
Si -3.64621 -4.31056 1.16385 -0.31 -0.67 0.15
Cl -1.70963 -5.04061 1.25183 -0.12 -0.43 0.21
C -4.20035 -4.20888 -0.61988 0.08 0.24 -0.31
C -3.81060 -2.84863 2.31466 -0.04 0.31 0.09
C -4.72339 -5.71490 1.86280 0.12 0.10 0.11
H -3.51114 -3.64101 -1.25337 -0.08 -0.03 0.19
H -5.19789 -3.75717 -0.70945 0.14 -0.04 0.10
H -4.27180 -5.23060 -1.02315 0.06 0.22 0.18
H -4.70080 -6.58020 1.18476 0.02 0.20 0.17
H -5.77035 -5.39459 1.97273 0.20 -0.05 -0.03
H -4.35853 -6.04103 2.84644 -0.11 0.06 -0.19
H -3.10711 -2.03684 2.09854 -0.01 -0.24 -0.08
H -3.61648 -3.17941 3.34703 -0.04 0.01 -0.30
H -4.83059 -2.43667 2.28980 0.13 -0.14 -0.04
N 1.24235 2.33925 -1.59054 0.17 0.09 -0.49
C 0.66853 3.23708 -0.80272 -0.53 -0.14 1.44
N 0.13809 2.93250 0.36361 0.55 -0.17 -0.84
C -0.43844 4.01302 0.95648 -0.16 0.79 -0.41
C -1.20358 3.97254 2.13272 0.08 -0.10 -0.12
C -1.82314 5.12938 2.59433 0.31 0.08 -0.28
C -1.62576 6.34827 1.92208 0.05 0.02 -0.17
C -0.85523 6.41729 0.74613 -0.06 -0.25 0.12
C -0.29675 5.24773 0.24570 -0.38 -0.50 0.78
S 0.57893 4.94708 -1.23755 -0.10 0.22 0.10
H 1.64248 2.61620 -2.47417 -0.05 -0.10 0.34
H 1.36184 1.38231 -1.20500 -0.06 -0.19 0.07
H -1.29156 3.01276 2.64342 -0.02 0.22 -0.09
H -2.45459 5.08076 3.48808 0.29 0.12 -0.32
H -2.09142 7.24510 2.32571 0.13 -0.08 -0.17
H -0.67301 7.34063 0.19865 -0.29 0.01 0.30
```
Forces are in eV/Å.

Record 3
This record from the OMol25 dataset describes the molecule C4H8N2 at a distorted geometry. The level of theory is wB97M-V/def2-TZVPD.

Output
* net charge: 0
* max |F|: 1.7 eV/Å
* SMILES: NC/C=C1\CN1
* relative energy (zero: lowest compared OMol25 entry of this formula, charge and spin): 93.3 kcal/mol
* lowest unoccupied orbital energy: 0.64 eV
* 2S+1: 1

The geometry in XYZ format:
```
14
Properties=species:S:1:pos:R:3:forces:R:3
N -2.08391 -0.34920 -0.25969 -1.35 -1.07 0.31
C -0.97788 -0.86966 -1.07788 0.01 0.20 0.13
C -0.08935 0.26559 -0.71993 0.80 -0.01 0.02
C 0.51279 0.26813 0.48540 0.65 0.51 -1.13
C 1.86995 -0.05036 0.86662 0.55 -0.43 0.24
N 1.30124 1.32137 1.04880 0.44 0.30 0.01
H -2.49786 0.48650 -0.66279 0.14 -0.09 0.27
H -1.63177 -0.14236 0.63888 -1.06 0.14 -0.60
H -1.26603 -0.97899 -2.13051 0.14 0.19 0.32
H -0.67801 -1.84404 -0.67316 0.09 0.31 -0.14
H -0.24144 1.18396 -1.28045 -0.44 0.19 0.32
H 2.52734 -0.07640 -0.00034 0.25 -0.21 0.41
H 2.18312 -0.63062 1.72252 -0.15 -0.02 0.16
H 1.07182 1.41607 2.04254 -0.06 -0.03 -0.31
```
Forces are in eV/Å.

Question: The highest relative energy (zero: lowest compared OMol25 entry of this formula, charge and spin) belongs to which entry?
Answer: C4H8N2

Question: What is the 2S+1 in the first record?
Answer: 1

Question: max |F| of number 3 (C4H8N2)?
Answer: 1.7 eV/Å